Arrangement w

Computed, not measured: a molecular structure, Br2H4OSi2, with ωB97M-V/def2-TZVPD.

Element x y z (Å)
O (0.6712, 0.8378, 0.8205)
Si (-1.0703, 1.0238, -1.0761)
Si (1.4821, -0.3770, 1.0968)
Br (-0.8005, 3.2078, -0.5018)
Br (-0.5194, -1.2257, -1.0707)
H (-0.7222, 0.7545, -2.5210)
H (-2.4256, 0.8580, -0.5229)
H (2.6215, -0.2839, 0.1734)
H (1.2815, -1.4973, 1.9887)

Results
gap between HOMO and LUMO = 9.023 eV
HOMO = -10.0 eV

---

Arrangement x

Computed, not measured: 2 unconnected molecules or ions with the total composition Br2H4OSi2, with ωB97M-V/def2-TZVPD.

Element x y z (Å)
Br (-2.0642, 0.4915, -0.5486)
Si (-1.1954, -0.7610, 1.0975)
Br (0.0915, -2.2587, 0.2132)
H (-2.3137, -1.5244, 1.6589)
H (-0.7338, 0.0098, 2.4128)
O (0.8939, 0.7215, 0.1289)
Si (1.5306, 0.9201, -1.2309)
H (3.0055, 1.1668, -1.3446)
H (0.7857, 1.2345, -2.3872)

Results
structure (SMILES) = Br[SiH2]Br.O=[SiH2]
gap between HOMO and LUMO = 9.179 eV
HOMO = -10.0 eV

---

Energies, relative to the best one, in eV: arrangement w 0.893; arrangement x 0.000.

---

Arrangement w

Computed, not measured: 2 unconnected molecules or ions with the total composition C3H3BrO2, with ωB97M-V/def2-TZVPD.

Element x y z (Å)
O (1.1341, -1.9998, -0.6560)
C (0.9716, -1.3996, 0.3414)
O (1.6151, -0.3801, 0.8025)
Br (-0.2382, -1.9675, 1.7874)
H (2.1624, 0.0204, 0.1105)
C (-0.7954, 1.5923, -0.7301)
C (-1.8175, 1.0612, -0.4031)
H (-0.2563, 2.4808, -1.1416)
H (-2.7757, 0.5925, -0.1111)

Results
structure (SMILES) = O=C(O)Br.C#C
gap between HOMO and LUMO = 11.009 eV
HOMO = -10.6 eV

---

Arrangement x

Computed, not measured: 2 unconnected molecules or ions with the total composition C3H3BrO2, with ωB97M-V/def2-TZVPD.

Element x y z (Å)
C (-1.2029, 1.1284, 0.2411)
C (-0.0452, 0.7695, -0.4753)
C (0.8177, -1.1518, 0.1991)
O (-2.3805, 1.0261, 0.2795)
O (-0.0849, 1.7521, 0.6151)
Br (0.5418, -2.5146, -0.9816)
H (0.3271, 1.0554, -1.5094)
H (0.2311, -1.3039, 1.1186)
H (1.7959, -0.7611, 0.5128)

Results
gap between HOMO and LUMO (spin up / spin down) = 9.657 / 9.658 eV
HOMO (spin up / spin down) = -9.5 / -9.5 eV

---

Energies, relative to the best one, in eV: arrangement w 0.000; arrangement x 1.870.

---

Arrangement w

Computed, not measured: a gas-phase ion, C7H13O (charge -1), with ωB97M-V/def2-TZVPD.

Element x y z (Å)
C (-0.4253, -2.6860, 2.5611)
C (-0.6572, -1.4401, 2.1605)
C (-0.1297, -0.8701, 0.8770)
C (-1.1366, -0.4134, -0.1757)
C (-0.5905, 0.7944, -0.9673)
C (0.8507, 0.8422, -1.4920)
C (1.3729, 2.3218, -1.6421)
O (1.2693, 2.8083, -2.8877)
H (-0.5911, -3.1031, 3.5526)
H (0.0960, -3.3567, 1.8774)
H (-1.2637, -0.7935, 2.7921)
H (0.5724, -1.5820, 0.4418)
H (0.4425, 0.0142, 1.1790)
H (-2.0493, -0.0201, 0.2709)
H (-1.4278, -1.1951, -0.8869)
H (-1.2630, 1.0702, -1.7767)
H (-0.6947, 1.6700, -0.3102)
H (0.8838, 0.4766, -2.5200)
H (1.5468, 0.2550, -0.8801)
H (0.7693, 2.9508, -0.9361)
H (2.4252, 2.2566, -1.2379)

Results
charge = -1
structure (SMILES) = C=CCCCCC[O-]
gap between HOMO and LUMO = 5.418 eV
HOMO = -2.1 eV

---

Arrangement x

Computed, not measured: a gas-phase ion, C7H13O (charge -1), with ωB97M-V/def2-TZVPD.

Element x y z (Å)
C (-2.3978, -2.9284, -0.3706)
C (-1.6553, -1.8013, -0.2913)
C (-0.2358, -1.8791, 0.0517)
C (0.4720, -0.6923, -0.4344)
C (0.2732, 0.6441, 0.4090)
C (1.0332, 1.8815, -0.2594)
C (1.4048, 3.1472, 0.7209)
O (2.2584, 3.9658, 0.0456)
H (-3.4666, -3.0028, -0.5551)
H (-1.9926, -3.9132, -0.1154)
H (-1.8905, -0.7350, -0.4392)
H (0.2934, -2.7378, -0.5178)
H (-0.2136, -2.1219, 1.1528)
H (0.2918, -0.4562, -1.4063)
H (1.5599, -0.7904, -0.7195)
H (-0.6693, 1.0262, 0.6596)
H (0.6020, 0.4487, 1.3998)
H (0.2608, 2.0237, -1.1239)
H (1.9998, 1.5134, -0.7546)
H (0.4141, 3.6702, 0.8910)
H (1.6581, 2.7375, 1.6570)

Results
charge = -1
structure (SMILES) = C=CCCCCC[O-]
gap between HOMO and LUMO = 5.323 eV
HOMO = -2.1 eV

---

Energies, relative to the best one, in eV: arrangement w 0.000; arrangement x 1.495.

---

Arrangement w

Computed, not measured: 2 unconnected molecules or ions with the total composition CH4N2O2, with ωB97M-V/def2-TZVPD.

Element x y z (Å)
N (-1.2736, -0.9290, -0.8552)
C (-0.2343, -1.5016, -0.8024)
O (0.6606, -2.2142, -0.6951)
H (-1.6445, -0.0243, -0.9331)
N (0.3251, 1.0660, 0.1962)
O (0.2186, 0.4682, 1.4479)
H (-0.1630, 2.0402, 0.1848)
H (1.2621, 1.3228, 0.1605)
H (0.8489, -0.2281, 1.2965)

Results
structure (SMILES) = N=C=O.NO
gap between HOMO and LUMO = 10.202 eV
HOMO = -9.5 eV

---

Arrangement x

Computed, not measured: 2 unconnected molecules or ions with the total composition CH4N2O2, with ωB97M-V/def2-TZVPD.

Element x y z (Å)
C (-0.4442, -0.1133, -0.1711)
H (1.7120, 0.1970, 1.0081)
H (-1.0510, -0.7913, 1.6896)
H (-1.4168, -0.3258, -0.5448)
H (-0.3423, 0.3571, -2.2885)
N (-0.2144, -0.5246, 1.1294)
N (0.5871, 0.3370, -0.7544)
O (0.6387, 0.2298, 1.9785)
O (0.5310, 0.6341, -2.0468)

Results
gap between HOMO and LUMO = 8.884 eV
HOMO = -8.3 eV

---

Arrangement y

Computed, not measured: CH4N2O2 in the gas phase, with ωB97M-V/def2-TZVPD.

Element x y z (Å)
N (-0.4452, -1.2213, 0.1143)
N (-0.2036, 0.1187, -0.1910)
O (-1.2850, 1.0245, 0.2061)
C (1.0669, 0.6385, 0.2007)
O (2.0157, -0.0987, 0.2142)
H (-0.7584, -1.7812, -0.7822)
H (0.2712, -1.6344, 0.5915)
H (-1.5973, 1.3233, -0.6764)
H (0.9357, 1.6306, 0.3228)

Results
structure (SMILES) = NN(O)C=O
gap between HOMO and LUMO = 10.063 eV
HOMO = -9.4 eV

---

Arrangement z

Computed, not measured: CH4N2O2 in the gas phase, with ωB97M-V/def2-TZVPD.

Element x y z (Å)
N (-1.3530, -0.2393, -0.0010)
C (-0.1923, 0.2077, -0.1261)
O (0.1727, 1.3972, -0.0329)
N (0.7207, -0.7773, -0.0744)
O (1.9398, 0.0092, -0.1749)
H (-1.6964, -0.9853, -0.6889)
H (-2.0337, 0.6576, -0.0451)
H (0.7327, -1.1753, 0.8922)
H (1.7095, 0.9055, 0.2511)

Results
structure (SMILES) = NC(=O)NO
gap between HOMO and LUMO = 10.788 eV
HOMO = -10.2 eV

---

Energies, relative to the best one, in eV: arrangement w 0.000; arrangement x 3.930; arrangement y 0.617; arrangement z 0.090.

---

Arrangement w

Computed, not measured: CH4N2O2 in the gas phase, with ωB97M-V/def2-TZVPD.

Element x y z (Å)
O (1.6330, -0.9474, -0.0024)
N (1.2674, 0.5062, -0.0496)
C (0.0387, 0.8579, -0.0907)
N (-1.1645, 0.1970, 0.2367)
O (-1.4540, -1.0238, -0.1870)
H (2.5665, -0.7016, 0.2192)
H (-0.2556, 1.8794, -0.4705)
H (-2.0758, 0.6803, 0.1833)
H (-0.5557, -1.4479, 0.1611)

Results
structure (SMILES) = O/N=C\NO
gap between HOMO and LUMO = 9.339 eV
HOMO = -8.7 eV

---

Arrangement x

Computed, not measured: 2 unconnected molecules or ions with the total composition CH4N2O2, with ωB97M-V/def2-TZVPD.

Element x y z (Å)
N (-1.4994, -0.2980, -0.2806)
C (-2.6255, -0.1039, -0.0538)
O (-3.7726, 0.1340, 0.0698)
H (-0.5898, -0.2983, -0.0041)
N (1.9290, 0.4891, -0.1627)
O (1.1931, -0.6682, 0.2535)
H (1.3844, 1.0783, -0.7144)
H (2.0279, 1.0496, 0.7025)
H (1.9527, -1.3826, 0.1898)

Results
structure (SMILES) = N=C=O.NO
gap between HOMO and LUMO = 11.258 eV
HOMO = -10.6 eV

---

Arrangement y

Computed, not measured: CH4N2O2 in the gas phase, with ωB97M-V/def2-TZVPD.

Element x y z (Å)
H (2.4897, 0.4438, 1.2357)
N (1.6948, 0.2613, 0.6177)
N (0.5579, 0.6461, 0.8118)
C (-0.5311, -0.0483, -0.1248)
O (-0.1080, -1.3055, -0.2569)
O (-1.2151, 0.2488, -1.4543)
H (-1.2664, -0.1716, 0.7200)
H (0.8058, -1.1823, -0.6445)
H (-1.4825, 1.1350, -1.3659)

Results
structure (SMILES) = [H]/N=N/C(O)O
gap between HOMO and LUMO = 9.581 eV
HOMO = -9.4 eV

---

Energies, relative to the best one, in eV: arrangement w 2.771; arrangement x 0.000; arrangement y 1.377.

---

Arrangement w

Computed, not measured: 2 unconnected molecules or ions with the total composition C2H6NO2, with ωB97M-V/def2-TZVPD.

Element x y z (Å)
C (-1.7869, 0.8214, 0.6696)
O (-1.3864, 0.7912, -0.7772)
H (-2.8333, 1.1966, 0.7067)
H (-1.7493, -0.2436, 1.0196)
H (-0.9961, 1.4759, 1.1762)
C (1.7546, -1.3253, -0.4080)
N (1.4796, -0.0260, -0.5027)
O (2.8366, -1.9413, -0.3191)
H (0.8615, -2.0591, -0.4539)
H (-0.3934, 0.6665, -0.8849)
H (2.2133, 0.6437, -0.2263)

Results
charge = -1
gap between HOMO and LUMO = 7.694 eV
HOMO = -3.6 eV

---

Arrangement x

Computed, not measured: 2 unconnected molecules or ions with the total composition C2H6NO2, with ωB97M-V/def2-TZVPD.

Element x y z (Å)
C (-1.0936, -0.9456, -1.3365)
O (-0.6760, 0.3935, -1.5512)
H (-0.3181, -1.4626, -0.7783)
H (-2.0621, -0.9788, -0.8231)
H (-1.2542, -1.3944, -2.3029)
C (1.4268, 0.5198, 1.5893)
N (0.3044, 0.8668, 0.9494)
O (1.5679, -0.0495, 2.6725)
H (2.4051, 0.6944, 1.0536)
H (-0.1389, 0.6536, -0.7469)
H (-0.1612, 1.7028, 1.2741)

Results
charge = -1
gap between HOMO and LUMO = 7.413 eV
HOMO = -3.1 eV

---

Energies, relative to the best one, in eV: arrangement w 0.000; arrangement x 0.393.

---

Arrangement w

Computed, not measured: C6H8N2O2S in the gas phase, with ωB97M-V/def2-TZVPD.

Element x y z (Å)
N (3.2138, -1.5229, -0.0255)
C (2.2617, -0.5239, -0.0154)
C (2.6146, 0.8523, 0.0043)
C (1.6914, 1.8620, 0.0711)
C (0.3630, 1.5884, -0.0647)
C (-0.0001, 0.2209, -0.0561)
S (-1.7704, -0.1138, -0.1491)
N (-2.1157, -0.8476, 1.2893)
O (-1.9942, -1.1474, -1.1108)
O (-2.4514, 1.1692, -0.1267)
C (0.9343, -0.8242, -0.1306)
H (4.1853, -1.1275, 0.3017)
H (2.8867, -2.3983, 0.3163)
H (3.5249, 1.0745, 0.0706)
H (2.0399, 2.8679, 0.1729)
H (-0.5071, 2.3930, 0.2232)
H (-1.9089, -1.7278, 1.5390)
H (-1.9355, -0.1565, 2.1120)
H (0.7310, -1.7395, -0.1480)

Results
structure (SMILES) = Nc1cccc(S(N)(=O)=O)c1
gap between HOMO and LUMO = 9.132 eV
HOMO = -8.6 eV

---

Arrangement x

Computed, not measured: C6H8N2O2S in the gas phase, with ωB97M-V/def2-TZVPD.

Element x y z (Å)
C (-0.4258, 1.3652, 0.6560)
C (0.7656, 0.9387, 0.2624)
C (1.2243, 0.8702, -1.1042)
C (0.3835, -0.0723, -1.9410)
C (-0.6074, -0.8084, -1.4657)
C (-0.9643, -0.9374, -0.0370)
S (-2.6280, -0.9363, 0.4363)
N (-0.1868, -1.2819, 0.9234)
O (-0.6720, -1.4851, 2.1682)
O (1.1655, -1.2218, 0.9486)
N (1.4911, 0.1686, 1.2056)
H (-0.9183, 1.2779, 1.6612)
H (-0.8940, 2.0957, -0.0901)
H (2.2202, 0.5789, -0.9821)
H (0.9657, 1.7344, -1.6338)
H (0.5648, 0.0918, -3.0730)
H (-1.2714, -1.3007, -2.1882)
H (-1.5512, -1.3990, 2.0150)
H (1.3388, 0.3215, 2.2384)

Results
structure (SMILES) = C=C1C/C=C\C(=S)N(O)ON1
gap between HOMO and LUMO = 8.923 eV
HOMO = -8.6 eV

---

Energies, relative to the best one, in eV: arrangement w 0.000; arrangement x 5.240.